(1)
DFT (ωB97M-V/def2-TZVPD) results for an isolated molecule of C2H3NOS2 at a distorted geometry.

Each line ends with the Löwdin charge.
CARTESIAN COORDINATES (ANGSTROEM)
C 0.130 0.670 0.429  -0.087
C 0.977 -0.528 -0.042  -0.367
N -1.080 0.562 0.034  -0.844
O 0.226 -1.557 -0.534  -0.397
S -2.647 1.064 -0.165  0.546
S -1.623 -0.823 -0.853  0.764
H 0.636 1.279 1.120  0.121
H 1.726 -0.047 -0.827  0.150
H 1.655 -0.621 0.840  0.115

Summary:
- HOMO (eV) = -8.71
- ΔE to the lowest compared entry with this formula, charge and spin (eV) = 4.1623
- molecular weight (Da) = 121.19

***

(2)
DFT (ωB97M-V/def2-TZVPD) results for a 2-piece molecular cluster, C6H15NO overall at a distorted geometry.

Each line ends with the Löwdin charge.
CARTESIAN COORDINATES (ANGSTROEM)
C -1.139 1.622 1.774  0.011
C 0.389 1.509 2.137  -0.553
N 1.074 2.221 1.135  0.118
O 0.988 1.001 3.041  0.058
H -1.289 0.729 1.175  0.054
H -1.271 2.638 1.441  0.077
H -1.713 1.378 2.669  0.080
H 2.076 2.169 1.103  0.101
H 0.571 2.311 0.282  0.045
C -0.832 -2.162 -1.741  -0.082
C -0.286 -1.053 -0.841  -0.476
C 0.940 -1.464 -0.001  -0.073
C 0.033 0.267 -1.560  -0.087
H -0.010 -2.690 -2.221  0.073
H -1.467 -1.680 -2.485  0.072
H -1.353 -2.942 -1.182  0.079
H -1.102 -0.834 -0.141  0.099
H 1.828 -0.902 -0.286  0.070
H 0.778 -1.409 1.072  0.069
H 1.268 -2.501 -0.177  0.074
H -0.816 0.679 -2.098  0.078
H 0.431 1.007 -0.878  0.024
H 0.904 0.109 -2.220  0.091

Summary:
- HOMO (eV) = -9.85
- ΔE to the lowest compared entry with this formula, charge and spin (eV) = 0.9419
- molecular weight (Da) = 117.19
- structure (SMILES) = CC(N)=O.CC(C)C

***

(3)
DFT (ωB97M-V/def2-TZVPD) results for an isolated molecule of C18H17N3S at a distorted geometry.

Each line ends with the Löwdin charge.
CARTESIAN COORDINATES (ANGSTROEM)
C -2.344 -2.871 -5.272  -0.106
C -2.568 -1.398 -5.583  -0.296
C -3.347 -0.636 -4.516  -0.272
C -2.543 -0.491 -3.205  -0.439
S -0.973 0.486 -3.456  0.930
C -0.330 0.033 -1.876  -0.542
C -0.151 -1.361 -1.438  -0.067
C 0.234 -1.672 -0.136  0.037
C 0.528 -0.565 0.742  -0.320
N 1.057 -0.640 1.948  0.164
C 1.252 0.683 2.298  -0.216
C 1.880 1.116 3.602  -0.136
C 2.235 2.432 3.849  -0.044
C 2.813 2.820 5.035  -0.022
C 3.089 1.854 6.038  -0.232
C 3.667 2.269 7.278  -0.193
N 4.160 2.504 8.298  0.152
C 2.757 0.506 5.810  -0.013
C 2.155 0.137 4.594  -0.001
C 0.756 1.520 1.339  -0.006
N 0.307 0.704 0.329  0.002
C -0.098 1.040 -0.973  -0.041
H -3.267 -3.444 -5.100  0.083
H -1.844 -3.327 -6.110  0.065
H -1.696 -2.960 -4.405  0.056
H -3.153 -1.325 -6.510  0.107
H -1.616 -0.942 -5.813  0.079
H -4.290 -1.128 -4.326  0.108
H -3.510 0.384 -4.894  0.105
H -2.381 -1.529 -2.814  0.080
H -3.164 0.004 -2.474  0.073
H -0.333 -2.173 -2.094  0.081
H 0.369 -2.707 0.233  0.126
H 2.013 3.201 3.140  0.100
H 3.059 3.872 5.260  0.127
H 2.914 -0.191 6.619  0.114
H 1.844 -0.896 4.438  0.110
H 0.749 2.603 1.392  0.124
H -0.229 2.085 -1.245  0.123

Summary:
- HOMO (eV) = -8.49
- ΔE to the lowest compared entry with this formula, charge and spin (eV) = 1.3467
- molecular weight (Da) = 307.42
- structure (SMILES) = CCCCSc1ccc2nc(-c3ccc(C#N)cc3)cn2c1

***

(4)
DFT (ωB97M-V/def2-TZVPD) results for C3H2Br2O as an isolated structure at a distorted geometry.

Each line ends with the Löwdin charge.
CARTESIAN COORDINATES (ANGSTROEM)
C -1.886 -0.636 0.244  0.006
C -1.608 0.376 0.836  -0.025
C 1.769 0.001 -0.756  -1.396
O 1.789 -0.592 -1.759  -0.029
Br 1.648 1.880 -0.688  0.699
Br 1.815 -0.786 0.935  0.725
H -2.126 -1.522 -0.189  -0.008
H -1.402 1.279 1.376  0.027

Summary:
- HOMO (eV) = -10.67
- ΔE to the lowest compared entry with this formula, charge and spin (eV) = 1.5190
- molecular weight (Da) = 213.86

***

(5)
DFT (ωB97M-V/def2-TZVPD) results for C8H10F3NRh as an isolated structure at a distorted geometry.

Each line ends with the Löwdin spin population.
CARTESIAN COORDINATES (ANGSTROEM)
C -1.023 0.824 -1.661  0.198
C 0.374 0.606 -1.910  0.156
C 1.138 1.372 -0.954  0.015
C 0.186 2.088 -0.118  0.098
C -1.147 1.776 -0.591  0.150
Rh 0.005 0.125 0.103  1.878
N -1.415 -1.224 0.472  0.451
C -0.423 -2.224 0.306  0.110
C 0.784 -1.773 -0.572  0.430
H 2.208 1.429 -0.855  0.003
H 0.823 -0.056 -2.645  0.012
H 0.461 2.794 0.643  0.011
H -2.059 2.120 -0.096  0.016
H -1.844 0.329 -2.185  0.016
H 0.716 -2.008 -1.656  0.026
H -1.000 -2.965 -0.310  0.034
H -2.260 -0.984 1.172  0.041
H 1.832 -1.915 -0.217  0.034
H 0.029 -2.828 1.169  0.015
F 0.508 -0.629 2.795  0.041
C 0.579 0.605 2.194  0.210
F -0.325 1.467 2.723  0.032
F 1.855 1.071 2.193  0.024

Summary:
- 2S+1 = 5
- HOMO (alpha / beta) (eV) = -0.36 / -3.52
- molecular weight (Da) = 280.07
- net charge = -1
- ⟨S²⟩ = 6.03

***

(6)
DFT (ωB97M-V/def2-TZVPD) results for C18H21IInN7O8 as an isolated structure at a distorted geometry.

Each line ends with the Löwdin charge.
CARTESIAN COORDINATES (ANGSTROEM)
C -2.914 1.046 -3.126  -0.192
I -3.697 -0.652 -0.291  0.243
H -2.978 1.775 -3.955  0.072
H -3.528 1.399 -2.282  -0.007
H -3.297 0.062 -3.441  0.052
C -0.318 -4.123 -0.100  -0.068
C -0.331 -4.053 -1.442  -0.069
N -0.630 -2.744 -1.781  -0.109
C -0.755 -1.967 -0.661  -0.224
N -0.617 -2.851 0.368  -0.122
H -0.089 -4.933 0.567  0.121
H -0.169 -4.812 -2.187  0.111
C -2.966 3.256 2.011  -0.057
C -1.767 1.973 0.567  -0.159
N -2.438 2.001 1.758  -0.142
H -2.883 5.053 0.740  0.111
N -1.944 3.233 0.067  -0.100
H -3.519 3.472 2.904  0.110
In -0.823 0.273 -0.488  0.588
C -1.508 0.882 -2.647  -0.515
O -0.460 1.023 -3.243  -0.053
C -2.654 4.028 0.952  -0.054
C -1.560 3.728 -1.239  -0.015
H -1.574 4.821 -1.163  0.090
H -2.281 3.426 -2.013  0.085
H -0.558 3.386 -1.520  0.086
C -2.647 0.924 2.692  -0.087
H -3.373 1.292 3.426  0.086
H -1.717 0.635 3.201  0.103
H -3.076 0.042 2.192  -0.044
C -0.888 -2.629 1.769  -0.038
H -1.540 -3.440 2.115  0.095
H -1.405 -1.678 1.920  0.052
H 0.045 -2.668 2.343  0.081
C -0.923 -2.367 -3.148  -0.021
H -1.977 -2.081 -3.277  0.086
H -0.727 -3.263 -3.747  0.084
H -0.290 -1.542 -3.494  0.091
O 6.747 -0.528 2.562  -0.174
N 6.224 0.342 1.830  -0.491
O 6.863 1.316 1.383  -0.148
C 4.842 0.187 1.479  -0.177
C 4.272 -1.066 1.753  0.017
C 3.007 -1.304 1.273  -0.111
C 2.166 -0.261 0.754  -0.304
O 0.916 -0.508 0.682  -0.164
C 2.831 0.953 0.360  -0.082
C 4.168 1.141 0.702  0.037
N 2.217 1.926 -0.503  -0.401
O 2.927 2.847 -0.931  -0.088
O 0.994 1.819 -0.872  -0.183
N 2.492 -2.653 0.965  -0.290
O 2.153 -3.416 1.885  0.017
O 2.412 -2.911 -0.256  0.060
H 4.852 -1.840 2.246  0.105
H 4.690 2.030 0.342  0.105

Summary:
- HOMO (alpha / beta) (eV) = 0.61 / 1.61
- molecular weight (Da) = 705.13
- net charge = -2

***

(7)
DFT (ωB97M-V/def2-TZVPD) results for C12H12FeO5S as an isolated structure at a distorted geometry.

Each line ends with the Löwdin spin population.
CARTESIAN COORDINATES (ANGSTROEM)
C -2.821 0.267 3.371  0.002
C -2.318 1.271 2.348  0.004
S -0.833 2.324 2.658  0.009
O -2.913 1.474 1.315  0.006
H -3.791 0.622 3.753  0.000
H -2.978 -0.695 2.861  0.000
H -2.139 0.122 4.211  0.000
C 3.234 -0.728 -1.477  0.038
O 2.290 0.343 -1.823  0.227
C 1.201 0.464 -0.972  0.453
C 1.134 -0.255 0.224  0.672
C 0.602 0.373 1.434  0.118
C 0.249 1.895 1.324  0.030
C -0.103 2.338 -0.047  0.208
C 0.304 1.623 -1.115  0.063
Fe 0.174 -1.695 -2.156  1.806
C -1.275 -1.861 -1.188  0.045
O -2.261 -1.731 -0.589  0.003
C 0.346 -3.343 -2.635  0.069
O 0.371 -4.439 -3.018  0.025
C -0.697 -1.205 -3.571  0.053
O -1.485 -0.688 -4.258  0.015
H 2.844 -1.707 -1.814  0.021
H 4.154 -0.512 -2.026  0.002
H 3.435 -0.785 -0.390  0.008
H 1.479 -1.294 0.310  0.037
H -0.280 -0.172 1.785  0.030
H 1.382 0.325 2.206  0.031
H 1.182 2.440 1.587  0.013
H -0.521 3.343 -0.171  0.009
H 0.032 1.885 -2.136  0.004

Summary:
- 2S+1 = 5
- HOMO (alpha / beta) (eV) = -6.06 / -8.93
- molecular weight (Da) = 324.13
- ⟨S²⟩ = 6.06

***

(8)
DFT (ωB97M-V/def2-TZVPD) results for an isolated molecule of C4H5NO2 at a distorted geometry.

Each line ends with the Löwdin charge.
CARTESIAN COORDINATES (ANGSTROEM)
O -1.740 -0.471 1.130  0.084
C -1.997 -0.069 0.028  -0.200
C -1.226 1.150 -0.402  -0.169
O -1.498 2.208 -0.861  0.157
N 0.240 0.368 0.239  -0.071
C 1.651 0.159 0.567  -0.143
C 0.929 -0.778 -0.339  -0.190
H -2.530 -0.648 -0.740  0.133
H 1.880 -0.221 1.581  0.108
H 2.417 0.830 0.191  0.091
H 1.169 -0.731 -1.402  0.096
H 0.704 -1.798 0.008  0.103

Summary:
- HOMO (alpha / beta) (eV) = -8.36 / -8.36
- ΔE to the lowest compared entry with this formula, charge and spin (eV) = 5.0729
- molecular weight (Da) = 99.09
- structure (SMILES) = O=CC(=O)N1CC1

***

(9)
DFT (ωB97M-V/def2-TZVPD) results for C26H46AlO2P2 as an isolated structure at a distorted geometry.

Each line ends with the Löwdin charge.
CARTESIAN COORDINATES (ANGSTROEM)
Al -0.075 -0.202 1.964  0.110
C -0.738 -2.112 2.724  -0.261
C 0.646 -2.292 2.355  -0.251
C 0.551 -0.651 4.013  -0.244
C -0.803 -1.101 3.758  -0.252
C 1.435 -1.394 3.144  -0.258
C -1.869 -3.019 2.368  -0.016
H -1.683 -3.539 1.422  0.068
H -2.806 -2.452 2.278  0.085
H -2.010 -3.782 3.151  0.109
C -1.976 -0.860 4.642  -0.009
H -2.909 -1.128 4.134  0.089
H -2.047 0.192 4.937  0.080
H -1.904 -1.472 5.555  0.107
C 0.986 0.142 5.193  -0.007
H 1.065 -0.508 6.079  0.109
H 0.278 0.948 5.424  0.071
H 1.972 0.595 5.023  0.084
C 2.923 -1.410 3.255  -0.019
H 3.243 -2.066 4.081  0.109
H 3.319 -0.404 3.453  0.075
H 3.388 -1.788 2.336  0.075
C 1.191 -3.363 1.475  -0.019
H 1.546 -4.220 2.065  0.105
H 2.041 -2.985 0.893  0.078
H 0.428 -3.725 0.781  0.070
C -2.113 0.689 -5.069  -0.109
C -2.028 -0.652 -5.113  -0.121
C -1.047 -1.444 -5.923  -0.187
C 0.256 -0.711 -6.339  -0.200
C 1.078 -0.171 -5.203  -0.103
C 0.976 1.008 -4.587  -0.137
C 0.026 2.114 -4.942  -0.185
C -1.236 1.698 -5.746  -0.200
H -1.539 -1.795 -6.848  0.123
H 0.027 0.031 -7.113  0.098
H -0.761 -2.354 -5.371  0.109
H -0.945 1.424 -6.767  0.099
H -2.942 1.144 -4.520  0.099
H -2.794 -1.251 -4.612  0.098
H -1.846 2.612 -5.839  0.114
H -0.307 2.629 -4.027  0.099
H 1.709 1.272 -3.813  0.094
H 0.563 2.873 -5.540  0.122
H 0.884 -1.474 -6.828  0.113
H 1.878 -0.858 -4.903  0.104
P -1.135 -0.189 -0.143  0.894
P 1.614 1.152 0.929  0.886
C -0.256 1.029 -1.207  -0.342
C 0.640 1.995 -0.398  -0.340
H -1.042 1.583 -1.745  0.092
H 0.344 0.463 -1.940  0.074
H 1.412 2.462 -1.033  0.092
H 0.038 2.780 0.094  0.096
C 2.484 2.444 1.844  -0.195
H 3.129 1.953 2.583  0.055
H 1.754 3.080 2.350  0.034
H 3.086 3.051 1.159  0.068
C 2.929 0.266 0.024  -0.218
H 3.351 0.962 -0.717  0.056
H 2.539 -0.631 -0.481  0.050
H 3.712 -0.031 0.736  0.047
C -2.863 0.371 -0.071  -0.207
H -3.390 -0.308 0.618  0.059
H -3.317 0.329 -1.072  0.062
H -2.916 1.397 0.321  0.060
C -1.156 -1.750 -1.079  -0.205
H -0.158 -2.213 -1.079  0.052
H -1.472 -1.548 -2.113  0.047
H -1.869 -2.441 -0.607  0.052
C -0.109 3.284 4.132  -0.030
O -0.215 2.841 2.738  -0.183
C -0.886 1.684 2.529  -0.470
O -2.066 1.601 2.852  0.026
H -0.084 4.379 4.128  0.099
H 0.841 2.902 4.542  0.078
H -0.969 2.916 4.706  0.094

Summary:
- HOMO (eV) = -10.59
- ΔE to the lowest compared entry with this formula, charge and spin (eV) = 0.0000
- molecular weight (Da) = 479.58
- net charge = +1

***

(10)
DFT (ωB97M-V/def2-TZVPD) results for C15H20N4O3S2Ti as an isolated structure.

Each line ends with the Löwdin charge.
CARTESIAN COORDINATES (ANGSTROEM)
Ti 0.836 -0.452 0.116  0.760
S 0.990 -2.470 1.090  0.850
C 1.801 -2.501 -0.453  -0.696
C 1.192 -3.314 -1.468  -0.193
N 0.572 -3.819 -2.292  0.230
C 2.762 -1.572 -0.853  -0.691
S 3.125 -0.159 0.059  0.860
C 3.266 -1.653 -2.194  -0.223
N 3.654 -1.736 -3.271  0.256
O 0.341 0.767 1.441  -0.131
C -0.130 1.472 2.410  -0.372
C -0.331 2.929 2.242  -0.048
C 0.875 3.530 3.054  -0.126
C 2.108 2.615 3.294  -0.163
C 2.009 1.572 4.431  -0.147
C 1.094 0.378 4.143  -0.104
N -0.170 0.965 3.621  0.143
H -1.278 3.263 2.665  0.142
H -0.298 3.196 1.190  0.131
H 0.506 3.872 4.023  0.123
H 1.205 4.416 2.516  0.125
H 2.928 3.281 3.556  0.127
H 2.416 2.131 2.361  0.103
H 1.668 2.074 5.341  0.127
H 3.006 1.187 4.652  0.129
H 0.875 -0.207 5.032  0.136
H 1.510 -0.283 3.386  0.101
H -0.607 1.582 4.298  0.172
O -1.034 -0.983 -0.861  -0.026
C -0.552 -0.547 -1.940  -0.544
O 0.589 0.008 -1.895  -0.039
C -1.291 -0.678 -3.260  -0.120
N -1.445 -2.143 -3.638  0.118
C -2.893 -2.507 -3.420  -0.081
C -3.605 -1.230 -3.819  -0.127
C -2.735 -0.136 -3.187  -0.086
H -0.685 -0.196 -4.024  0.172
H -0.803 -2.784 -3.139  0.102
H -1.224 -2.239 -4.630  0.194
H -3.012 -2.730 -2.361  0.143
H -3.135 -3.387 -4.011  0.145
H -4.629 -1.204 -3.456  0.135
H -3.636 -1.131 -4.906  0.132
H -3.017 0.008 -2.144  0.127
H -2.818 0.818 -3.701  0.135

Summary:
- HOMO (eV) = -16.05
- ΔE to the lowest compared entry with this formula, charge and spin (eV) = 0.1179
- molecular weight (Da) = 416.35
- net charge = +2

***

(11)
DFT (ωB97M-V/def2-TZVPD) results for an isolated molecule of C5H3NO at a distorted geometry.

Each line ends with the Löwdin charge.
CARTESIAN COORDINATES (ANGSTROEM)
N 2.909 -0.555 -0.942  0.154
C 1.878 -0.263 -0.505  -0.173
C 0.589 0.020 0.019  -0.218
C -0.428 -0.927 0.284  -0.026
C -1.596 -0.244 0.512  -0.124
O -1.298 1.116 0.489  0.007
C -0.003 1.242 0.215  -0.044
H -0.439 -2.002 0.181  0.129
H -2.019 -0.627 -0.436  0.149
H 0.407 2.241 0.184  0.147

Summary:
- HOMO (eV) = -9.58
- ΔE to the lowest compared entry with this formula, charge and spin (eV) = 1.9456
- molecular weight (Da) = 93.08
- structure (SMILES) = N#Cc1ccoc1

***

(12)
DFT (ωB97M-V/def2-TZVPD) results for an isolated molecule of C17H20ClN3O2S at a distorted geometry.

Each line ends with the Löwdin charge.
CARTESIAN COORDINATES (ANGSTROEM)
C 5.932 -2.632 0.546  -0.040
C 4.985 -1.484 0.390  -0.222
C 4.733 -0.954 -0.869  -0.021
C 3.861 0.108 -1.039  -0.056
C 3.241 0.636 0.074  -0.277
S 2.058 1.958 -0.086  0.676
O 2.168 2.561 -1.386  -0.294
O 2.095 2.798 1.069  -0.274
N 0.576 1.169 -0.015  -0.025
C 0.198 0.174 -0.912  -0.524
N 0.755 0.307 -2.157  0.172
N -0.563 -0.742 -0.473  0.074
C -1.089 -1.762 -1.340  -0.229
C -2.323 -1.271 -2.128  -0.146
C -3.412 -0.861 -1.183  -0.243
C -4.371 -1.777 -0.768  -0.038
C -5.356 -1.420 0.135  -0.106
C -5.377 -0.128 0.635  -0.681
Cl -6.606 0.330 1.764  0.659
C -4.428 0.800 0.241  -0.099
C -3.453 0.428 -0.667  -0.037
C 3.476 0.128 1.335  -0.015
C 4.351 -0.934 1.512  -0.217
C 4.609 -1.478 2.882  -0.038
H 6.330 -2.940 -0.417  0.078
H 5.429 -3.483 1.003  0.087
H 6.763 -2.356 1.193  0.087
H 5.228 -1.377 -1.730  0.114
H 3.666 0.534 -2.009  0.108
H 0.219 1.017 0.915  0.125
H 0.294 -0.154 -2.922  0.094
H 1.185 1.200 -2.352  0.064
H -1.396 -2.584 -0.688  0.112
H -0.336 -2.144 -2.045  0.109
H -2.666 -2.081 -2.775  0.113
H -2.039 -0.421 -2.752  0.106
H -4.351 -2.785 -1.157  0.114
H -6.100 -2.134 0.450  0.103
H -4.453 1.802 0.640  0.104
H -2.709 1.149 -0.970  0.111
H 2.978 0.586 2.176  0.120
H 5.668 -1.411 3.127  0.086
H 4.044 -0.925 3.626  0.080
H 4.323 -2.528 2.936  0.087

Summary:
- HOMO (eV) = -8.71
- ΔE to the lowest compared entry with this formula, charge and spin (eV) = 0.2328
- molecular weight (Da) = 365.89
- structure (SMILES) = Cc1ccc(S(=O)(=O)N/C(N)=N/CCc2ccc(Cl)cc2)cc1C

***

Question: Which formula does entry 5 have?
Answer: C8H10F3NRh

***

Question: Among the records above, which one has the lowest molecular weight?
Answer: C5H3NO

***

Question: Number 6 is which compound?
Answer: C18H21IInN7O8

***

Question: Which of these has the lowest molecular weight?
Answer: C5H3NO